No. 1
Entry from the OMol25 dataset: InNO3 as an isolated structure (ωB97M-V/def2-TZVPD).

XYZ file:
```
5
Properties=species:S:1:pos:R:3:forces:R:3
In 0.136114 -2.555005 0.244599 -0.515 -1.571 -0.019
N 0.019476 0.654500 -0.119032 -2.474 2.475 2.309
O 0.367711 1.558517 0.633647 0.868 -1.085 -1.251
O 0.496513 -0.472255 -0.074547 3.122 -0.324 0.349
O -1.019814 0.814243 -0.684666 -1.001 0.505 -1.388
```
Positions in Å, forces in eV/Å.

The frontier orbital gap is 4.420 eV. The value obtained for the LUMO energy is -17.438 eV. The value obtained for the relative energy (zero: lowest compared OMol25 entry of this formula, charge and spin) is 191.42 kJ/mol. The HOMO energy is -21.9 eV. The charge is +2. The maximum force comes out at 4.19 eV Å⁻¹.

***

No. 2
Entry from the OMol25 dataset: C18H15BCoIN4O3S as an isolated structure (ωB97M-V/def2-TZVPD).

XYZ file:
```
44
Properties=species:S:1:pos:R:3:forces:R:3
Co -0.014490 0.186800 -0.361912 0.128 0.674 -1.339
N 0.012275 -3.508062 -1.621999 -0.087 0.027 0.101
C -1.340801 -3.560680 -1.276731 0.095 -0.208 -0.087
C -2.277533 -4.582133 -1.390166 0.009 0.039 0.009
C -3.545477 -4.294270 -0.934431 -0.033 0.023 0.016
C -3.870992 -3.038166 -0.389423 -0.013 -0.046 -0.007
C -2.938638 -2.029139 -0.284691 -0.003 -0.011 0.011
C -1.654674 -2.315703 -0.739376 0.085 0.328 -0.118
N -0.495972 -1.532525 -0.798407 -0.453 -0.566 0.441
C 0.461754 -2.296242 -1.294940 -0.071 -0.198 -0.108
C 1.777422 -1.704804 -1.307804 0.127 0.063 0.000
C 3.016429 -2.112677 -1.665206 0.010 -0.001 0.060
S 4.152458 -0.899711 -1.268987 0.178 -0.038 -0.043
C 2.932292 0.085214 -0.653620 -0.230 0.102 -0.139
N 1.731028 -0.438460 -0.754000 0.468 -0.169 0.574
H 0.557494 -4.259895 -2.013321 -0.011 -0.014 -0.012
H -2.029019 -5.547936 -1.808217 0.002 0.009 0.000
H -4.312329 -5.054157 -0.995561 0.001 0.014 0.004
H -4.881356 -2.866502 -0.044548 0.009 0.002 -0.001
H -3.195044 -1.066609 0.138126 0.015 0.002 -0.009
H 3.324702 -3.046193 -2.108557 -0.009 0.023 -0.015
H 3.126554 1.065092 -0.241548 -0.007 -0.016 0.015
N -1.777246 3.281754 0.429801 -0.128 0.076 -0.013
C -1.699845 2.721775 -0.754508 0.120 -0.120 0.298
O -1.026152 1.655115 -0.916337 -0.226 0.094 0.219
C -2.375543 3.339344 -1.922891 -0.046 -0.039 0.022
I -1.014687 4.717039 -2.807726 0.094 0.075 -0.051
H -1.293815 2.876062 1.221699 0.034 -0.062 -0.003
H -2.288156 4.141413 0.563729 0.004 0.003 0.000
H -3.268838 3.888517 -1.642159 0.000 0.000 -0.001
H -2.596162 2.581061 -2.664798 -0.042 -0.016 0.003
O 0.181018 -1.172628 2.215754 -0.029 0.306 0.734
B 0.006134 -0.022206 1.530259 -0.019 -0.118 -0.725
O -0.202071 1.122051 2.245717 0.001 -0.251 0.795
C -0.145069 0.631224 3.588194 -0.041 0.352 -0.396
C -0.282220 1.342058 4.751950 0.005 -0.067 0.114
C -0.184565 0.594180 5.925760 -0.014 0.084 -0.030
C 0.037924 -0.778576 5.902010 0.011 -0.085 -0.047
C 0.176451 -1.480504 4.704244 -0.007 0.061 0.135
C 0.077858 -0.728402 3.562421 0.071 -0.336 -0.410
H -0.452310 2.409226 4.762209 0.005 -0.003 0.007
H -0.284111 1.097325 6.877422 0.001 -0.003 -0.004
H 0.106096 -1.318433 6.836197 0.001 0.006 -0.003
H 0.351523 -2.546334 4.675373 -0.004 0.004 0.002
```
Positions in Å, forces in eV/Å.

The frontier orbital gap (alpha / beta) is 7.007 / 7.025 eV. The value obtained for the LUMO energy (alpha / beta) is -7.207 / -7.188 eV. The value obtained for the relative energy (zero: lowest compared OMol25 entry of this formula, charge and spin) is 46.79 kJ/mol. The HOMO energy (alpha / beta) is -14.2 / -14.2 eV. The charge is +2. The maximum force comes out at 1.50 eV Å⁻¹.

***

No. 3
Entry from the OMol25 dataset: a 2-piece molecular cluster, C2H7OS overall (ωB97M-V/def2-TZVPD).

XYZ file:
```
11
Properties=species:S:1:pos:R:3:forces:R:3
O 0.580234 -1.834878 2.521482 -0.038 0.136 0.044
H 0.515288 -1.085693 1.890632 0.080 -0.074 0.360
C 0.864350 0.958057 0.417115 -0.354 -0.799 -0.011
S -0.476698 -0.108026 0.053074 -0.398 0.605 -0.445
C -1.226340 0.423796 -1.608051 1.310 -0.905 0.839
H 0.623687 2.008029 0.232948 0.277 -0.025 0.226
H 1.789081 0.562995 -0.011976 0.006 0.486 -0.248
H 1.263279 -2.383921 2.135818 0.111 -0.073 -0.114
H -1.758828 1.336868 -1.388151 -0.287 0.137 -0.448
H -0.368385 0.540280 -2.269552 -0.116 0.398 -0.127
H -1.805669 -0.417507 -1.973339 -0.591 0.114 -0.075
```
Positions in Å, forces in eV/Å.

The frontier orbital gap is 5.788 eV. The value obtained for the LUMO energy is 4.104 eV. The value obtained for the relative energy (zero: lowest compared OMol25 entry of this formula, charge and spin) is 221.90 kJ/mol. The HOMO energy is -1.7 eV. The charge is -1. The maximum force comes out at 1.80 eV Å⁻¹.

***

No. 4
Entry from the OMol25 dataset: C5H4O2 in the gas phase (ωB97M-V/def2-TZVPD).

XYZ file:
```
11
Properties=species:S:1:pos:R:3:forces:R:3
O -2.328320 0.496333 0.799286 0.759 0.126 -0.315
C -1.226449 0.753342 0.546142 -1.113 1.150 0.575
C -0.029360 1.308249 0.325284 -0.034 -0.133 0.271
C 1.031401 0.605843 -0.358883 -0.160 -0.367 -0.166
C 0.789747 -0.667579 -0.728371 0.235 0.113 -0.241
C -0.340082 -1.344728 -0.062320 0.468 -0.981 -0.083
O -1.280822 -1.965624 -0.499410 0.636 0.255 0.008
H 0.062833 2.278222 0.799430 0.171 -0.071 0.031
H 1.975381 1.127785 -0.523507 -0.402 -0.139 -0.276
H 1.435319 -1.301371 -1.317265 0.194 0.187 -0.174
H -0.089648 -1.290472 1.019613 -0.754 -0.142 0.370
```
Positions in Å, forces in eV/Å.

The frontier orbital gap is 8.431 eV. As for the SMILES: O=C=C/C=C\C=O. The value obtained for the LUMO energy is -0.375 eV. The value obtained for the relative energy (zero: lowest compared OMol25 entry of this formula, charge and spin) is 198.54 kJ/mol. The HOMO energy is -8.8 eV. The maximum force comes out at 1.70 eV Å⁻¹.

***

Let's list electronic energy in order: -469.463274 -3242.752462 -553.779434 -343.316741 Ha.